The following is a quantum chemistry calculation of a 3-piece molecular cluster, C5H11NO overall, from OMol25.

```
18
C5H11NO | OMol25 | the ωB97M-V functional and the def2-TZVPD basis
C -1.8760 -0.5718 -1.1805
C -1.7202 0.7338 -1.0047
C 1.1041 0.6639 0.4118
C 0.7662 1.2955 1.7187
N 1.5115 -0.5386 0.3359
C 1.7417 -1.0416 -0.9560
O 2.3342 -0.4767 -1.8430
H -1.5452 -1.0780 -2.0812
H -0.8788 -2.1476 1.1207
H -2.3180 -1.2029 -0.4182
H -1.2573 1.3661 -1.7551
H -2.0268 1.2292 -0.0884
H 0.9803 1.2765 -0.4884
H -0.0719 1.9866 1.6115
H 0.5112 0.5339 2.4543
H 1.6146 1.8680 2.1066
H -0.2001 -1.8370 1.1235
H 1.3305 -2.0594 -1.0674
```

Results
E_LUMO = 0.47 eV
SMILES = C/C=N/C=O.[H][H].C=C
energy relative to the best compared isomer or geometry (same formula, charge and spin) = 3.2541 eV
Kohn-Sham gap = 0.383 Ha
max |F| = 0.479 eV/A